Entry from OMol25: C6H10O in the gas phase (ωB97M-V with the def2-TZVPD basis set).

```
17
Properties=species:S:1:pos:R:3:nbo_charge:R:1
C -1.451 -0.177 0.233 -0.43
C -0.623 -1.454 -0.039 -0.07
O 0.585 -1.236 -0.735 -0.53
C 1.615 -0.656 0.028 -0.10
C 1.458 0.820 0.278 -0.22
C 0.382 1.557 0.005 -0.18
C -0.932 1.041 -0.540 -0.45
H -1.454 0.061 1.303 0.20
H -2.495 -0.372 -0.046 0.21
H -0.417 -1.988 0.902 0.16
H -1.193 -2.131 -0.683 0.19
H 1.727 -1.194 0.987 0.17
H 2.541 -0.825 -0.540 0.20
H 2.336 1.302 0.707 0.20
H 0.430 2.624 0.222 0.20
H -0.831 0.788 -1.603 0.22
H -1.678 1.841 -0.478 0.21
```

For the orbital gap, the calculation gives 0.380 Eh. As for the structure (SMILES): C1=CCOCCC1. Its LUMO energy is 1.09 eV.